[1]
This record from the OMol25 dataset describes the ion C4H11N2 with charge +1 at a distorted geometry. The level of theory is ωB97M-V/def2-TZVPD.

```
17
Properties=species:S:1:pos:R:3:forces:R:3:nbo_charge:R:1
C 0.6641 0.8277 -0.2496 5.3564 -0.5572 -2.3781 0.13
C 1.9418 -0.0248 -0.3346 1.8986 1.3558 1.2112 -0.67
C -1.6605 0.4785 -0.6000 -5.4740 3.1005 -1.2710 -0.47
C -0.5471 -1.2710 0.7249 3.4440 -1.1463 -2.1982 -0.44
N 0.0344 1.2769 0.9005 -1.1291 1.0364 3.4977 -0.40
N -0.5060 0.1953 0.1488 -1.7675 -3.4138 1.3989 -0.10
H 0.6171 1.4765 -1.1488 -0.5183 -0.1940 0.8384 0.24
H 2.0425 -0.5976 -1.2318 -0.6433 -0.4218 -0.7202 0.25
H 2.0021 -0.7104 0.5245 0.3010 0.3946 -0.3463 0.22
H 2.9461 0.5922 -0.3947 -2.2589 -0.7530 0.5576 0.28
H -2.5926 0.6111 0.0674 1.6977 0.0102 -0.4973 0.25
H -1.6522 1.4482 -1.2540 0.6832 -1.5937 1.6190 0.26
H -2.0783 -0.2404 -1.2948 1.0947 -0.9427 -0.0521 0.26
H 0.4464 -1.6306 1.2837 -2.5476 1.5410 -0.6449 0.27
H -1.4885 -1.5658 1.1872 0.1417 0.7002 0.0651 0.27
H -0.3856 -1.8471 -0.2535 -0.7403 0.5155 1.3578 0.25
H 0.2163 0.9812 1.9250 0.4617 0.3684 -2.4376 0.42
```
Forces are in eV/Å.

- DFT total energy: -7296.412 eV
- Total charge: +1
- SMILES string: C[C@@H]1N[N+]1(C)C
- Energy relative to the best compared isomer or geometry (same formula, charge and spin): 4.536 eV

=====

[2]
This record from the OMol25 dataset describes the molecule C8H8 at a distorted geometry. The level of theory is ωB97M-V/def2-TZVPD.

```
16
Properties=species:S:1:pos:R:3:forces:R:3:nbo_charge:R:1
C 1.8943 0.4504 0.1427 2.8506 0.6008 -1.0307 -0.19
C 2.9512 -0.4033 0.1337 -2.3853 0.6676 0.6431 -0.39
C -0.0853 -1.0539 0.2205 -3.4701 1.0694 -2.2238 -0.16
C 0.4901 0.2213 -0.0553 0.0877 -0.3189 1.5780 -0.12
C -0.4269 1.2622 -0.2002 -0.3081 -2.2335 0.5550 -0.13
C -1.7925 0.7001 -0.1654 3.0062 2.4474 0.6907 -0.25
C -2.1581 -0.4945 -0.8584 -0.9711 -1.8470 -0.2308 -0.23
C -1.6017 -0.8201 0.3986 -0.7000 0.9743 0.5460 -0.22
H 2.1533 1.5031 0.2826 -0.0956 -0.0534 -0.3334 0.19
H 3.9458 0.0109 0.2236 0.0364 -0.4565 0.1138 0.21
H 2.6798 -1.4560 0.2159 0.7944 -0.0221 -0.4448 0.20
H 0.0058 -1.9587 -0.3986 1.1700 0.1950 0.5344 0.23
H -0.1228 2.2726 -0.4265 -0.2722 0.2542 0.4911 0.22
H -2.4962 1.3996 0.3023 -0.4172 -0.3306 -0.7998 0.24
H -3.2039 -0.6505 -1.0935 0.0064 -0.4641 -0.2328 0.19
H -2.2329 -0.9832 1.2779 0.6678 -0.4827 0.1441 0.20
```
Forces are in eV/Å.

- DFT total energy: -8418.912 eV
- Total charge: 0
- Energy relative to the best compared isomer or geometry (same formula, charge and spin): 6.108 eV

=====

[3]
This record from the OMol25 dataset describes a cluster of 4 separate species, C3H11N3 in total at a distorted geometry. The level of theory is ωB97M-V/def2-TZVPD.

```
17
Properties=species:S:1:pos:R:3:forces:R:3:nbo_charge:R:1
C 0.2189 0.0585 -0.1207 -1.3521 2.1585 -0.8534 -0.07
C 0.5586 1.5247 -0.4506 0.3046 0.0685 -0.1423 -0.62
C 1.0709 -0.3356 1.0969 -0.8055 -0.1917 -0.0476 -0.63
N 0.5210 -0.7080 -1.3196 -0.2460 -0.4533 -0.0713 -0.85
H -1.2939 -1.7740 0.5905 -2.7064 0.1809 -0.1185 -0.02
H 1.4594 -0.5210 -1.6593 -0.0212 0.1165 0.1061 0.35
H 0.4744 -1.7051 -1.1432 -0.0773 -0.0132 -0.0065 0.35
H 0.0777 1.8561 -1.3688 -0.2476 -0.0590 -0.0036 0.22
H 2.1325 -0.1538 0.9077 -0.0868 0.1185 -0.3127 0.21
H 1.6292 1.6713 -0.6141 0.1735 -0.1581 0.0519 0.19
H 0.2818 2.2017 0.3554 -0.1431 -0.0160 0.1026 0.21
H 0.9848 -1.4003 1.3142 -0.1644 -0.0069 0.2493 0.20
H 0.8081 0.2676 1.9652 -0.1085 -0.1793 0.1816 0.21
N -3.2076 -0.2208 0.1557 1.8883 3.9427 -1.3301 0.02
N -2.5374 0.6350 -0.1411 -4.1782 -2.7962 1.0364 -0.01
H -1.0434 0.2448 -0.0960 4.5943 -1.5818 0.7618 0.22
H -2.1352 -1.6413 0.5279 3.1765 -1.1301 0.3962 0.01
```
Forces are in eV/Å.

- DFT total energy: -7757.854 eV
- Total charge: 0
- Energy relative to the best compared isomer or geometry (same formula, charge and spin): 2.230 eV